# 1
21
Properties=species:S:1:pos:R:3:mulliken_spin:R:1 method="wB97M-V/def2-TZVPD" energy_ha=-1367.302304 multiplicity=4 de_lowest_kj_mol=0.00 s_squared=3.761
O -1.45 1.86 -0.33 -0.021
C -2.36 1.03 0.30 -0.012
C -1.78 -0.29 0.78 0.027
O -1.56 -1.20 -0.28 -0.001
C -0.44 -1.19 -1.12 0.059
C 0.92 -1.19 -0.46 -0.045
O 1.32 0.11 -0.02 -0.058
C 2.58 0.12 0.63 -0.019
H -3.20 0.79 -0.39 -0.004
H -2.82 1.51 1.19 -0.010
H -2.52 -0.79 1.43 0.003
H -0.88 -0.13 1.40 -0.001
H -0.54 -0.37 -1.86 -0.002
H -0.50 -2.11 -1.71 0.006
H 1.67 -1.55 -1.18 -0.003
H 0.92 -1.86 0.42 -0.001
H 2.82 1.16 0.90 0.040
H 2.53 -0.50 1.54 -0.001
H 3.36 -0.27 -0.04 -0.007
H 1.52 3.03 -0.76 -0.062
V 0.39 1.83 -0.44 3.111


# 2
27
Properties=species:S:1:pos:R:3:mulliken_spin:R:1 method="wB97M-V/def2-TZVPD" energy_ha=-482.845523 multiplicity=2 de_lowest_kj_mol=64.49 s_squared=0.767 total_charge=-1
C -2.39 -2.49 -0.74 0.001
C 1.07 -1.28 0.07 0.443
C -0.25 -0.99 -0.37 -0.020
C -1.01 -2.21 -0.23 -0.180
C -0.19 -3.14 0.28 0.176
C 1.81 0.93 -0.48 0.291
C 2.10 -0.35 -0.01 0.162
C 0.58 1.10 -1.18 -0.412
C -0.43 0.17 -1.19 0.407
N 1.11 -2.61 0.52 -0.018
H 2.53 1.74 -0.51 -0.011
H 3.07 -0.66 0.38 0.037
H 0.43 2.09 -1.61 -0.081
H -1.38 0.27 -1.70 0.143
H 1.71 -2.98 1.23 -0.010
H -0.30 -4.21 0.39 0.031
H -3.14 -1.97 -0.14 -0.004
H -2.72 -3.52 -0.82 0.012
H -2.42 -2.08 -1.76 -0.001
C -0.66 4.91 1.89 0.037
C -0.82 3.84 0.78 0.073
H 0.39 5.20 1.88 -0.008
H -1.16 5.87 1.74 -0.013
H -0.81 4.59 2.92 -0.007
H -0.05 4.09 0.05 -0.047
H -0.83 2.82 1.14 -0.004
H -1.79 3.96 0.28 0.001


# 3
49
Properties=species:S:1:pos:R:3:mulliken_charge:R:1 method="wB97M-V/def2-TZVPD" energy_ha=-1974.212144 multiplicity=1 de_lowest_kj_mol=237.35 total_charge=+1
K -0.56 -1.89 -0.71 0.974
C 0.80 -2.57 4.99 -0.633
O 0.77 -1.10 5.23 -0.287
C 0.56 -0.36 4.13 0.772
O 0.28 -0.77 2.96 -0.578
O 0.77 0.93 4.46 -0.294
C 0.78 1.93 3.49 -0.619
H 1.57 -2.78 4.24 0.270
H -0.08 -3.14 4.71 0.285
H 1.17 -3.06 5.88 0.276
H 0.97 2.82 4.09 0.251
H -0.13 2.00 2.91 0.272
H 1.56 1.85 2.73 0.292
C -2.46 2.71 -3.84 -0.591
O -1.15 3.41 -3.79 -0.298
C -0.29 3.05 -2.78 0.783
O -0.52 2.19 -1.90 -0.622
O 0.77 3.85 -2.89 -0.282
C 1.91 3.85 -2.08 -0.600
H -2.34 1.70 -3.42 0.281
H -2.81 2.61 -4.86 0.264
H -3.22 3.28 -3.30 0.258
H 2.63 4.66 -2.03 0.291
H 2.47 2.97 -2.40 0.255
H 1.73 3.58 -1.03 0.267
C -6.83 -2.09 -2.02 -0.622
O -6.85 -1.17 -0.87 -0.302
C -5.65 -0.60 -0.48 0.833
O -4.57 -0.69 -1.14 -0.647
O -5.87 0.10 0.66 -0.270
C -4.84 0.84 1.16 -0.664
H -6.84 -1.49 -2.93 0.280
H -7.57 -2.88 -2.09 0.278
H -5.85 -2.57 -2.00 0.266
H -5.12 1.86 0.91 0.283
H -3.90 0.73 0.62 0.333
H -4.79 0.72 2.25 0.237
C 5.55 -3.32 1.24 -0.624
O 6.06 -2.60 0.15 -0.277
C 5.19 -1.94 -0.63 0.767
O 3.93 -1.90 -0.53 -0.583
O 5.92 -1.33 -1.62 -0.288
C 5.31 -0.84 -2.82 -0.605
H 5.26 -2.54 1.94 0.292
H 6.29 -3.95 1.73 0.260
H 4.67 -3.93 1.07 0.271
H 5.05 -1.68 -3.46 0.282
H 5.85 -0.10 -3.41 0.258
H 4.39 -0.33 -2.52 0.251


# 4
70
Properties=species:S:1:pos:R:3:mulliken_charge:R:1 method="wB97M-V/def2-TZVPD" energy_ha=-2590.642631 multiplicity=1 total_charge=-1
O -3.83 4.10 -1.22 -0.630
C -2.77 3.53 -0.98 0.209
C -2.33 3.31 0.47 -1.176
In -0.13 3.08 0.83 0.943
C 0.06 2.05 2.86 -1.355
C 0.52 0.58 2.75 -0.612
C -0.41 -0.32 1.94 0.817
F -0.24 -1.62 2.39 -0.337
F -1.70 -0.05 2.06 -0.283
F -0.04 -0.38 0.65 -0.180
P 1.17 5.26 0.72 0.470
O 0.94 5.90 -0.61 -0.575
O 0.90 6.34 1.94 -0.515
O 2.80 4.89 0.78 -0.566
C -1.92 3.01 -2.12 0.481
C -1.52 3.80 -3.17 -0.382
C -0.74 3.22 -4.15 -0.461
C -0.34 1.92 -4.09 -0.500
C -0.73 1.13 -3.03 -0.494
C -1.53 1.70 -2.06 -0.048
H -2.72 4.14 1.07 0.428
H -2.86 2.40 0.80 0.276
H 0.68 1.98 -0.31 -0.380
H -0.89 2.14 3.39 0.363
H 0.86 2.59 3.36 0.381
H 1.51 0.48 2.30 0.231
H 0.60 0.17 3.77 0.410
H 1.69 6.89 1.99 0.286
H 2.90 4.09 0.24 0.317
H -1.83 4.84 -3.22 0.426
H -0.40 3.84 -4.98 0.334
H 0.29 1.46 -4.85 0.358
H -0.43 0.09 -2.90 0.419
H -1.83 1.09 -1.21 0.311
C 0.89 8.39 -1.27 -0.614
O 0.57 9.53 -2.11 -0.338
C -0.38 10.32 -1.65 0.756
O -0.98 10.19 -0.62 -0.548
O -0.56 11.32 -2.53 -0.334
C -1.56 12.25 -2.15 -0.630
H 1.67 7.83 -1.76 0.318
H 1.25 8.73 -0.30 0.254
H 0.02 7.75 -1.15 0.369
H -1.30 12.74 -1.22 0.285
H -2.53 11.76 -2.07 0.290
H -1.61 13.00 -2.94 0.210
C 2.77 -7.77 1.76 -0.511
O 2.49 -6.66 0.91 -0.329
C 1.56 -5.82 1.40 0.793
O 0.99 -5.95 2.45 -0.551
O 1.39 -4.84 0.52 -0.349
C 0.42 -3.85 0.91 -0.608
H 3.53 -8.37 1.26 0.221
H 3.16 -7.43 2.72 0.295
H 1.88 -8.38 1.90 0.179
H 0.72 -3.37 1.83 0.305
H -0.56 -4.31 1.02 0.313
H 0.38 -3.11 0.12 0.260
C 0.64 -12.58 -1.46 -0.639
O 1.02 -12.00 -0.21 -0.306
C 0.01 -11.80 0.63 0.786
O -1.15 -12.07 0.42 -0.537
O 0.50 -11.26 1.74 -0.303
C -0.49 -10.99 2.75 -0.708
H 1.55 -12.68 -2.05 0.217
H 0.20 -13.56 -1.31 0.293
H -0.05 -11.93 -1.99 0.298
H -0.97 -11.91 3.07 0.361
H -1.22 -10.27 2.38 0.319
H 0.04 -10.55 3.59 0.217


# 5
22
Properties=species:S:1:pos:R:3:mulliken_charge:R:1 method="wB97M-V/def2-TZVPD" energy_ha=-416.958564 multiplicity=1 de_lowest_kj_mol=394.74 total_charge=+1
C 0.85 1.48 -0.49 -0.762
C 1.79 0.61 0.42 -0.632
C -0.05 -0.65 1.07 -1.058
C -0.95 -0.05 -0.06 0.978
C -2.43 -0.27 0.05 -1.257
N 1.01 -1.37 -1.15 -0.341
N -0.28 -1.27 -1.24 -0.230
N -0.58 1.26 -0.28 -0.175
N 1.26 -0.66 0.67 -0.055
H 1.03 2.59 -0.34 0.377
H 1.26 1.22 -1.60 0.269
H 2.74 0.64 -0.09 0.361
H 1.83 1.11 1.43 0.416
H -0.16 0.00 2.01 0.351
H -0.31 -1.61 1.31 0.515
H -2.97 0.65 -0.35 0.334
H -2.69 -0.53 1.05 0.344
H -2.66 -1.13 -0.56 0.367
H 1.46 -0.59 -1.58 0.334
H -1.26 1.88 -0.59 0.242
H -0.89 -2.11 -0.85 0.345
H 2.01 -1.18 1.17 0.277


# 6
21
Properties=species:S:1:pos:R:3:mulliken_spin:R:1 method="wB97M-V/def2-TZVPD" energy_ha=-382.905243 multiplicity=2 de_lowest_kj_mol=280.09 s_squared=0.757
C -2.56 -1.37 1.26 -0.001
N -3.11 -0.47 0.26 0.013
C -2.20 0.69 0.09 -0.026
O -0.83 0.43 -0.14 0.789
H -1.56 -1.81 0.91 0.000
H -3.26 -2.11 1.55 0.000
H -2.21 -0.79 2.12 -0.002
H -3.12 -0.94 -0.68 0.004
H -2.33 1.18 1.10 0.065
H -2.57 1.33 -0.75 0.025
C 1.75 -0.99 0.14 -0.006
C 2.36 0.28 -0.42 -0.025
C 3.64 0.65 -0.19 0.082
N 1.45 0.98 -1.22 0.069
H 1.56 -1.74 -0.76 0.001
H 0.80 -0.69 0.56 0.001
H 2.44 -1.45 0.87 -0.001
H 4.13 1.51 -0.61 -0.001
H 4.24 0.16 0.64 -0.001
H 0.40 0.94 -0.80 0.016
H 1.84 1.87 -1.59 -0.003


# 7
15
Properties=species:S:1:pos:R:3:mulliken_charge:R:1 method="wB97M-V/def2-TZVPD" energy_ha=-382.087392 multiplicity=1 de_lowest_kj_mol=359.12
H 1.98 0.92 0.85 0.266
H 1.77 -0.43 1.51 0.256
H -3.30 -0.85 -0.45 0.304
H -2.12 -1.71 -0.87 0.327
H -0.02 -0.42 -0.87 0.240
H -1.13 -0.30 0.16 0.320
H 4.75 -0.52 -0.13 0.302
H 3.59 0.46 -0.12 0.305
H -3.47 1.37 -0.44 0.296
H -2.40 1.47 0.63 0.330
O 1.47 0.11 0.77 -0.495
O -2.64 -1.46 -0.10 -0.648
O -0.17 -0.31 0.08 -0.555
O 4.24 0.05 -0.71 -0.614
O -2.55 1.62 -0.31 -0.634


# 8
13
Properties=species:S:1:pos:R:3:mulliken_charge:R:1 method="wB97M-V/def2-TZVPD" energy_ha=-1350.489790 multiplicity=1 de_lowest_kj_mol=150.46
C 0.57 -1.15 -0.78 -0.687
C 1.28 0.65 0.92 -0.707
C -1.24 1.01 -0.20 -0.474
C -1.62 -0.20 0.02 -0.069
H 0.47 -0.43 -1.62 0.443
H 0.96 -2.13 -1.09 0.326
H 1.99 1.03 1.62 0.445
H 0.53 0.35 1.69 0.313
H -1.98 1.68 -0.43 0.366
H -2.74 -0.36 -0.27 0.257
S 2.17 -0.69 -0.11 -0.054
S 0.35 1.85 -0.14 -0.048
S -0.74 -1.60 0.38 -0.110


# 9
42
Properties=species:S:1:pos:R:3:mulliken_charge:R:1 method="wB97M-V/def2-TZVPD" energy_ha=-1669.177929 multiplicity=1 de_lowest_kj_mol=165.04
Pd -1.45 0.41 1.60 0.651
N 1.78 0.56 0.68 -0.268
C 1.53 1.24 -0.50 0.414
C 2.41 1.20 -1.55 -0.756
C 2.19 1.94 -2.72 -0.713
C 1.11 2.76 -2.83 -0.927
C 0.17 2.82 -1.78 1.039
C -0.93 3.71 -1.81 -0.456
C -1.80 3.75 -0.75 -0.842
C -1.62 2.84 0.30 -0.043
N -0.62 1.98 0.35 -0.420
C 0.33 2.00 -0.63 0.341
H 1.31 0.90 1.50 0.216
H 2.74 0.32 0.83 0.256
H 3.31 0.60 -1.46 0.354
H 2.92 1.88 -3.53 0.391
H 0.95 3.38 -3.71 0.377
H -1.07 4.35 -2.67 0.410
H -2.64 4.42 -0.73 0.410
H -2.35 2.77 1.10 0.523
O -5.05 -0.14 2.82 -0.614
S -3.81 0.38 2.35 1.230
O -3.70 0.58 0.87 -0.543
O -2.69 -0.73 2.57 -0.546
O -3.26 1.56 3.01 -0.602
C 1.18 -2.81 3.02 -1.635
C 0.48 -1.95 2.02 0.657
O 0.01 -0.88 2.41 -0.527
C 0.41 -2.38 0.60 0.678
C -0.67 -2.05 -0.20 -0.262
C -0.67 -2.39 -1.54 -0.827
C 0.41 -3.07 -2.09 -0.418
C 1.48 -3.43 -1.29 -0.755
C 1.48 -3.10 0.06 -0.400
H 0.92 -2.49 4.02 0.400
H 2.26 -2.71 2.89 0.362
H 0.93 -3.86 2.87 0.426
H -1.53 -1.55 0.24 0.797
H -1.53 -2.14 -2.16 0.454
H 0.41 -3.33 -3.14 0.418
H 2.32 -3.96 -1.71 0.413
H 2.32 -3.38 0.68 0.337


# 10
91
Properties=species:S:1:pos:R:3:mulliken_charge:R:1 method="wB97M-V/def2-TZVPD" energy_ha=-3796.070731 multiplicity=1 de_lowest_kj_mol=332.32 total_charge=-2
La -0.34 0.38 -0.03 0.933
C 2.95 2.69 0.04 -1.774
C 3.19 2.00 1.36 1.472
C 4.50 1.75 1.76 -0.809
C 4.78 1.14 2.97 -0.887
C 3.72 0.81 3.81 -0.599
C 2.40 1.06 3.45 1.251
C 1.32 0.71 4.43 -1.799
C 2.13 1.63 2.19 -0.462
N 0.80 1.78 1.73 0.471
C -0.01 2.55 2.49 -0.353
O 0.32 3.23 3.46 -0.777
C -1.50 2.55 2.07 0.921
C -2.39 3.26 2.82 -1.253
C -3.67 3.47 2.23 -0.562
C -4.05 2.85 1.10 -1.533
C -3.18 1.78 0.49 2.360
N -1.82 1.92 0.91 0.189
C -3.58 -0.77 -0.55 -0.672
O -4.55 -1.39 -0.97 -0.754
N -2.33 -0.83 -1.02 1.533
C -2.09 -1.86 -1.97 -1.103
C -2.05 -3.20 -1.54 1.660
C -2.33 -3.56 -0.11 -1.046
C -1.73 -4.20 -2.44 -1.053
C -1.43 -3.90 -3.77 -0.884
C -1.47 -2.58 -4.19 -0.951
C -1.80 -1.55 -3.31 1.261
C -1.88 -0.14 -3.81 -1.352
H 3.76 3.40 -0.15 0.464
H 2.00 3.22 0.02 0.272
H 2.93 2.00 -0.80 0.221
H 5.31 2.04 1.09 0.403
H 5.80 0.94 3.26 0.405
H 3.91 0.34 4.77 0.382
H 1.64 -0.14 5.04 0.459
H 0.38 0.45 3.94 0.026
H 1.10 1.56 5.07 0.497
H -2.04 3.78 3.70 0.469
H -4.33 4.22 2.65 0.356
H -4.97 3.13 0.60 0.325
H -1.69 -3.01 0.58 -0.026
H -2.16 -4.62 0.05 0.469
H -3.36 -3.32 0.16 0.243
H -1.69 -5.22 -2.09 0.341
H -1.16 -4.69 -4.46 0.393
H -1.23 -2.33 -5.21 0.387
H -1.34 -0.05 -4.75 0.411
H -1.48 0.59 -3.12 0.100
H -2.92 0.14 -3.99 0.244
O -1.07 -3.10 4.88 -0.746
C 0.24 -3.16 4.60 0.773
C 1.05 -3.87 5.48 -0.748
C 2.41 -3.96 5.27 -0.241
C 3.00 -3.34 4.17 -0.992
C 2.20 -2.63 3.29 -0.551
C 0.82 -2.53 3.48 -0.360
C 0.06 -1.72 2.48 0.825
O 0.68 -1.33 1.44 -0.440
N -1.21 -1.47 2.78 -1.509
N -1.82 -0.75 1.77 1.758
C -3.06 -0.47 1.87 -2.199
C -3.77 0.20 0.72 3.310
C -5.23 0.32 0.97 -1.143
C -6.09 0.86 0.10 -0.946
C -5.74 1.38 -1.23 -0.449
C -4.58 1.84 -1.72 -0.606
C -3.25 1.97 -1.04 0.021
O -2.28 2.27 -1.69 -0.619
H -1.49 -2.50 4.18 0.523
H 0.58 -4.34 6.34 0.415
H 3.03 -4.51 5.98 0.365
H 4.07 -3.39 4.01 0.398
H 2.62 -2.12 2.44 0.419
H -3.62 -0.75 2.77 0.116
H -5.63 -0.06 1.91 0.303
H -7.14 0.86 0.34 0.375
H -6.57 1.38 -1.93 0.346
H -4.54 2.14 -2.76 0.439
Cl 4.93 -1.27 -5.56 -0.284
C 3.73 -0.54 -4.49 0.465
C 3.06 -1.33 -3.58 -0.859
C 2.12 -0.74 -2.76 0.798
Cl 1.30 -1.71 -1.57 -0.147
C 1.78 0.64 -2.79 -1.177
O 0.90 1.15 -2.02 -0.515
C 2.54 1.38 -3.73 0.626
Cl 2.24 3.09 -3.84 -0.255
C 3.48 0.82 -4.57 -0.651
H 3.25 -2.39 -3.50 0.465
H 4.02 1.44 -5.27 0.429


# 11
16
Properties=species:S:1:pos:R:3:mulliken_charge:R:1 method="wB97M-V/def2-TZVPD" energy_ha=-325.728658 multiplicity=1 de_lowest_kj_mol=548.46
O -2.39 -0.86 0.87 -0.565
C -1.69 -0.76 -0.35 -0.672
C -0.86 0.53 -0.42 -0.406
C 0.52 0.23 0.15 0.969
C 1.77 0.53 -0.69 -0.672
N 1.45 1.38 0.41 -0.564
C 0.59 -0.84 1.11 -0.968
H -1.70 -0.96 1.54 0.374
H -2.42 -0.83 -1.15 0.367
H -1.36 1.30 0.18 0.249
H -0.79 0.91 -1.45 0.364
H 1.57 0.96 -1.67 0.277
H 2.62 -0.15 -0.64 0.270
H 2.04 1.19 1.21 0.317
H -1.01 -1.62 -0.46 0.394
H 1.66 -1.03 1.33 0.266


# 12
63
Properties=species:S:1:pos:R:3:mulliken_charge:R:1 method="wB97M-V/def2-TZVPD" energy_ha=-2088.059919 multiplicity=1 de_lowest_kj_mol=48.09 total_charge=+3
Zr -0.45 0.64 -0.36 1.496
Cl 1.76 -4.01 4.74 -0.151
C 0.97 -2.83 3.77 -0.115
C -0.42 -2.86 3.63 -0.596
C -1.08 -1.93 2.84 -0.539
C -0.34 -0.97 2.17 0.809
O -0.98 -0.05 1.39 -0.657
C 1.06 -0.92 2.30 0.081
C 1.89 0.06 1.65 0.048
N 1.56 0.77 0.62 0.391
C 2.43 1.79 0.12 0.007
C 3.79 1.83 0.24 -0.160
C 4.51 2.94 -0.25 -1.222
C 3.87 3.99 -0.84 -0.881
C 2.47 3.96 -1.01 0.866
C 1.74 4.99 -1.63 -0.481
C 0.38 4.88 -1.78 -1.020
C -0.25 3.72 -1.34 0.186
N 0.39 2.72 -0.74 -0.244
C 1.75 2.83 -0.56 0.425
C 1.70 -1.85 3.14 -1.017
H -0.99 -3.62 4.15 0.502
H -2.15 -1.94 2.76 0.498
H 2.88 0.20 2.08 0.453
H 4.33 1.02 0.71 0.452
H 5.59 2.95 -0.14 0.437
H 4.42 4.85 -1.20 0.464
H 2.27 5.87 -1.98 0.504
H -0.20 5.66 -2.25 0.447
H -1.32 3.60 -1.48 0.250
H 2.78 -1.81 3.27 0.525
O -3.27 -1.37 -1.54 -0.605
C -2.08 -1.15 -1.58 0.251
O -1.54 0.01 -1.97 -0.653
C -1.01 -2.11 -1.09 1.022
C -1.32 -3.44 -0.84 -0.688
C -0.29 -4.26 -0.41 -0.849
C 1.01 -3.75 -0.31 1.142
C 2.11 -4.58 0.04 -0.726
C 3.38 -4.08 0.04 -0.881
C 3.61 -2.74 -0.35 -0.584
C 2.57 -1.90 -0.66 -0.525
C 1.24 -2.38 -0.61 0.451
N 0.19 -1.56 -0.92 -0.474
H -2.33 -3.80 -0.99 0.547
H -0.48 -5.30 -0.18 0.537
H 1.92 -5.62 0.28 0.481
H 4.22 -4.72 0.28 0.482
H 4.62 -2.38 -0.42 0.475
H 2.78 -0.90 -1.01 0.550
N -6.00 1.30 -1.84 -0.251
C -5.11 1.38 -0.62 -0.766
C -3.71 1.83 -1.02 -0.791
N -2.73 1.60 0.07 -0.343
H -6.94 0.99 -1.59 0.387
H -5.63 0.63 -2.52 0.339
H -6.10 2.21 -2.31 0.369
H -5.09 0.37 -0.22 0.436
H -5.60 2.05 0.09 0.402
H -3.69 2.88 -1.30 0.584
H -3.37 1.24 -1.87 0.386
H -2.99 0.75 0.57 0.292
H -2.76 2.33 0.78 0.248